{"formula": "C27H50P2Sc", "method": "the ωB97M-V functional and the def2-TZVPD basis", "homo_energy_ev": [-9.52, -9.40], "charge": 1, "gap_ev": [5.447, 5.299], "elements": ["Sc", "C", "C", "C", "C", "C", "C", "H", "H", "H", "C", "H", "H", "H", "C", "H", "H", "H", "C", "H", "H", "H", "C", "H", "H", "H", "C", "C", "C", "C", "C", "C", "C", "C", "H", "H", "H", "H", "H", "H", "H", "H", "H", "H", "H", "H", "P", "C", "C", "P", "C", "C", "C", "H", "H", "H", "H", "H", "H", "H", "H", "H", "H", "H", "H", "H", "H", "C", "C", "C", "C", "H", "H", "H", "H", "H", "H", "H", "H", "H"], "xyz": [[-0.29246, 0.76799, -0.58932], [-0.77350, -2.10946, 2.08010], [0.42886, -2.42571, 1.39644], [0.92832, -0.92023, 3.06183], [-0.47153, -1.18243, 3.11191], [1.48187, -1.65961, 1.97715], [-2.12185, -2.61314, 1.74566], [-2.05966, -3.55974, 1.19350], [-2.65657, -1.89232, 1.10324], [-2.72820, -2.77397, 2.64754], [-1.43875, -0.60299, 4.05952], [-2.28796, -1.28599, 4.20118], [-1.85160, 0.35531, 3.70442], [-0.97526, -0.42138, 5.03949], [1.68445, -0.04695, 3.98116], [1.17633, 0.03044, 4.95075], [1.81266, 0.97415, 3.58901], [2.68933, -0.45757, 4.15781], [2.89478, -1.61800, 1.55196], [3.57171, -1.80407, 2.40306], [3.18266, -0.63969, 1.11812], [3.09360, -2.38499, 0.79057], [0.54107, -3.41690, 0.30397], [0.45233, -4.45162, 0.67895], [1.50380, -3.34363, -0.21864], [-0.26240, -3.28669, -0.43848], [-2.05504, 0.88019, -1.53709], [-2.04888, 0.11147, -2.84888], [-0.84169, -0.39757, -3.60963], [0.28506, -1.19840, -2.92187], [0.93569, -0.66868, -1.59621], [1.47924, 0.75183, -1.50634], [0.99361, 1.87681, -2.39294], [-0.41658, 2.35904, -2.08747], [-0.41738, 0.43285, -4.19113], [1.09851, -1.32272, -3.65649], [-1.24122, -1.07137, -4.38513], [-0.96516, 2.64044, -2.98401], [-2.58106, 1.85630, -1.55801], [-2.66884, 0.64504, -3.59327], [-0.44696, 3.14699, -1.31810], [1.68866, 2.72980, -2.26545], [2.48287, 0.85383, -1.04356], [1.03711, 1.57761, -3.45938], [-0.08349, -2.22635, -2.74342], [1.81980, -1.31404, -1.41432], [-3.36362, -1.10015, -2.07304], [-5.03681, -0.59745, -2.40658], [-2.95639, -2.83257, -2.10198], [4.69685, 0.98484, -0.27678], [-2.63778, -0.17611, -0.68586], [5.30874, -0.03343, -1.65990], [4.67431, 2.52688, -1.26185], [-5.34624, 0.22148, -1.73377], [-5.71117, -1.44852, -2.23243], [-5.14267, -0.26964, -3.45351], [-1.87632, -3.05013, -2.13925], [-3.42709, -3.30036, -2.98492], [-3.36020, -3.32197, -1.19816], [3.85859, 2.51465, -2.00068], [5.67185, 2.56124, -1.75331], [4.55421, 3.40277, -0.60700], [-3.06457, 0.00862, 0.31017], [0.28022, -1.05947, -0.71913], [5.96394, -0.82007, -1.25439], [5.88698, 0.59987, -2.35768], [4.45719, -0.50984, -2.17781], [-2.05560, 2.45353, 1.70050], [-0.62491, 2.95826, 1.85806], [-0.25567, 3.12516, 3.33785], [0.36364, 2.04449, 1.15506], [-2.15200, 1.40460, 2.02100], [-2.38913, 2.50930, 0.65123], [-2.75973, 3.05150, 2.30039], [-0.56687, 3.95533, 1.39442], [-0.32839, 2.16861, 3.88273], [0.77364, 3.49097, 3.43980], [-0.91814, 3.84355, 3.83746], [0.62792, 1.20160, 1.82237], [1.27891, 2.59860, 0.87878]], "forces_ev_per_a": [[2.4, 2.0, 5.5], [0.0, 0.9, 0.9], [2.4, 1.2, 0.2], [-2.5, 0.3, 0.9], [1.5, 0.1, -0.3], [-1.4, -2.0, -2.1], [-0.4, -0.3, -0.1], [-0.1, 0.1, 0.1], [0.2, -0.3, 0.3], [0.1, 0.0, -0.2], [-0.6, 0.3, 0.5], [0.2, 0.2, 0.1], [0.1, -0.3, 0.2], [-0.2, 0.0, -0.2], [0.4, 0.1, 0.4], [0.1, 0.1, -0.2], [0.0, -0.3, 0.0], [-0.2, 0.2, 0.0], [0.6, -0.1, -0.2], [-0.1, 0.1, -0.3], [-0.2, -0.4, 0.3], [0.1, 0.2, 0.2], [0.1, -0.6, -0.4], [0.0, 0.3, -0.1], [-0.3, -0.1, 0.1], [0.2, -0.1, 0.0], [-5.5, 2.1, -2.8], [-2.5, -0.4, -1.3], [0.3, -0.5, -0.5], [0.1, -0.3, 0.4], [2.3, -2.1, -1.9], [1.8, -1.2, 0.5], [0.5, -0.5, -0.3], [-1.0, 0.4, -0.6], [-0.2, -0.1, 0.3], [-0.3, 0.2, 0.2], [0.1, 0.2, 0.1], [-0.1, 0.0, 0.2], [0.0, -0.7, -0.2], [0.4, 0.1, 0.1], [-0.3, -0.3, 0.0], [-0.3, -0.4, 0.2], [-0.9, -0.2, -0.5], [-0.2, 0.2, 0.5], [0.2, 0.4, 0.1], [-0.6, 0.2, -0.1], [4.4, 2.5, 2.2], [-1.1, -0.3, -0.4], [-0.8, -1.3, -0.5], [0.3, 0.3, 0.2], [0.4, -0.4, 0.0], [0.3, -0.5, -0.1], [0.4, 0.5, 0.3], [0.4, -0.4, -0.3], [0.1, 0.2, -0.1], [0.0, -0.2, 0.4], [-0.5, 0.6, 0.1], [0.2, 0.0, 0.3], [0.1, 0.2, -0.3], [0.4, 0.0, 0.0], [-0.8, 0.3, 0.1], [0.0, -0.2, -0.3], [0.1, 0.0, -0.5], [0.3, 0.2, -0.6], [-0.3, 0.1, -0.3], [-0.3, -0.5, 0.2], [0.4, 0.1, 0.0], [-0.4, 0.2, 0.1], [0.2, 0.1, 0.3], [-0.2, 0.1, 0.2], [-0.2, -0.4, -0.9], [0.1, 0.2, 0.0], [0.1, 0.1, 0.2], [0.1, -0.2, -0.2], [-0.1, -0.1, 0.0], [0.0, 0.3, -0.2], [-0.2, -0.1, 0.0], [0.1, -0.1, 0.0], [0.1, 0.3, -0.1], [-0.1, -0.3, 0.3]]}